A structure of composition C21H22Co2N3O6. Source: the OMol25 dataset; level of theory: wB97M-V/def2-TZVPD.

- multiplicity = 1
- LUMO (eV) = 2.0
- frontier orbital gap (eV) = 2.87
- net charge = -1
- relative energy (zero: lowest compared OMol25 entry of this formula, charge and spin) (eV) = 2.747
- electronic energy (eV) = -114137.28064

Structure (XYZ):
```
54
C21H22Co2N3O6, DFT wB97M-V/def2-TZVPD
C 1.931 1.538 -3.097
H 3.843 2.109 -3.885
H -3.561 -2.189 -0.668
H 0.067 -2.586 -0.239
H -5.043 -0.942 -2.066
H -1.165 3.143 -1.596
C 2.972 2.160 -0.573
H -4.456 0.586 -2.783
H 2.684 -0.178 1.707
C 1.106 -1.552 1.248
O 0.014 -4.576 2.576
O -1.925 -0.564 3.092
C -4.155 -0.383 -2.381
H -4.938 1.384 -0.989
C -2.439 0.882 -1.249
C 1.636 1.762 -0.682
C 0.533 -1.593 -0.072
H 0.987 1.724 0.200
N -3.283 -0.202 -1.211
H -2.333 -1.324 0.286
H 3.388 2.415 0.405
H -0.509 0.682 -3.163
H -2.395 3.992 -0.623
O 3.151 -4.935 3.158
C -4.433 2.319 -1.221
C 1.114 1.402 -1.945
C -2.743 -1.466 -0.716
C -0.871 -1.046 3.153
O 1.063 -1.964 5.869
C 4.019 -1.679 4.967
H -2.597 3.857 -2.378
N -1.090 0.709 -1.141
H -1.960 -1.859 -1.379
O 4.570 -1.428 5.951
H -4.814 2.733 -2.165
O 5.629 -1.519 1.952
C 2.144 -1.098 1.970
H 4.792 2.678 -1.630
C 0.322 -3.470 2.710
H 1.497 1.300 -4.072
Co 3.187 -2.024 3.453
C 3.245 1.978 -2.980
C 3.135 -3.786 3.273
H -4.650 3.047 -0.428
C -2.230 3.334 -1.486
H -3.644 -0.950 -3.177
C 1.286 -1.915 4.725
N -2.992 2.100 -1.332
Co 0.741 -1.778 2.971
C 3.773 2.287 -1.718
C -0.233 0.902 -2.110
H 1.245 -1.431 -0.890
C 4.658 -1.739 2.537
H -0.273 -0.846 -0.160
```